[1]
This record from OMol25 describes C45H26Br2CaI4N4O4S as an isolated structure in a non-equilibrium geometry. The level of theory is the ωB97M-V functional and the def2-TZVPD basis.

```
! wB97M-V def2-TZVPD RIJCOSX def2/J DEFGRID3
* xyz -2 1
Ca 0.195 -0.151 -0.204
I 0.315 -8.940 3.726
C 0.416 -7.038 2.836
C -0.142 -5.951 3.497
C -0.102 -4.705 2.889
C 0.490 -4.538 1.639
C 1.051 -5.635 1.005
C 1.017 -6.898 1.600
C 0.456 -3.155 1.002
C 1.237 -2.182 1.862
C 2.282 -2.513 2.751
C 2.918 -1.312 3.056
C 2.231 -0.300 2.340
C 2.693 1.052 2.097
C 4.037 1.364 2.680
C 5.168 1.303 1.867
C 6.439 1.536 2.382
C 6.568 1.833 3.731
I 8.480 2.174 4.535
C 5.464 1.908 4.563
C 4.202 1.669 4.027
C 2.140 1.991 1.255
N 0.936 1.880 0.557
C 0.749 3.028 -0.121
C -0.368 3.328 -0.959
C -0.435 4.664 -1.606
C -0.315 5.856 -0.878
C -0.380 7.104 -1.492
C -0.583 7.171 -2.862
I -0.711 9.049 -3.797
C -0.715 6.018 -3.619
C -0.635 4.780 -2.988
C -1.466 2.445 -1.195
C -2.749 2.849 -1.785
C -3.568 1.776 -1.729
C -2.812 0.691 -1.119
N -1.535 1.160 -0.818
C -3.316 -0.564 -0.841
C -2.651 -1.658 -0.153
C -3.048 -3.019 -0.173
C -1.988 -3.749 0.354
C -0.990 -2.807 0.682
N -1.406 -1.559 0.412
C -4.664 -0.886 -1.405
C -5.710 -1.307 -0.583
C -6.955 -1.638 -1.107
C -7.147 -1.557 -2.477
I -9.016 -2.081 -3.283
C -6.131 -1.148 -3.323
C -4.894 -0.815 -2.778
C 1.895 3.921 0.109
C 2.731 3.288 0.962
N 1.189 -0.860 1.656
H -0.606 -6.072 4.468
H -0.542 -3.846 3.381
H 1.510 -5.501 0.034
H 1.448 -7.749 1.094
H 2.556 -3.502 3.087
H 3.778 -1.172 3.695
H 5.041 1.058 0.818
H 7.309 1.479 1.743
H 5.578 2.149 5.611
H 3.326 1.723 4.665
H -0.188 5.800 0.196
H -0.284 8.008 -0.903
H -0.860 6.077 -4.692
H -0.710 3.873 -3.580
H -2.997 3.836 -2.146
H -4.605 1.734 -2.032
H -3.965 -3.423 -0.577
H -1.928 -4.823 0.461
H -5.539 -1.372 0.484
H -7.759 -1.952 -0.455
H -6.290 -1.099 -4.393
H -4.080 -0.514 -3.425
H 2.047 4.889 -0.347
H 3.663 3.660 1.367
Br -0.449 0.426 -4.526
C 1.417 0.114 -4.116
Br 2.115 1.443 -2.903
H 1.969 0.184 -5.038
H 1.508 -0.864 -3.665
O 2.050 -2.973 -2.487
S 1.338 -2.244 -1.463
O 2.081 -1.082 -0.952
O 1.204 -3.335 -0.302
O 0.000 -1.802 -1.881
*
```

Summary:
F_max: 1.839 eV/Å
Frontier orbital gap: 4.232 eV

***

[2]
This record from OMol25 describes the molecule C3H4O3. The level of theory is the ωB97M-V functional and the def2-TZVPD basis.

```
! wB97M-V def2-TZVPD RIJCOSX def2/J DEFGRID3
* xyz 0 1
O 0.934 1.213 -1.578
C 0.212 0.277 -0.898
C -0.190 0.414 0.492
O -1.140 0.565 -0.509
C -0.281 -1.886 0.798
O -0.302 -0.707 1.368
H 1.100 1.978 -1.012
H 0.329 -0.719 -1.311
H 0.012 1.292 1.104
H -0.340 -2.562 1.682
*
```

Summary:
F_max: 0.465 eV/Å
Frontier orbital gap: 9.510 eV